59
Properties=species:S:1:pos:R:3 method="wB97M-V/def2-TZVPD" e_above_lowest_ev=0.000 energy_ha=-10215.58615 multiplicity=4 homo_lumo_gap_ev="5.1 / 3.8" s_squared=3.788 lumo_energy_ev="-0.7 / -1.8"
Re -0.44470 -0.45314 0.08399
Se 3.40591 -0.75457 1.08652
Se 1.08011 3.59089 -1.11099
Se -1.37761 1.85212 0.49312
S 1.45730 0.46404 1.13404
S 0.21026 -0.13681 2.76736
S 0.40263 -2.70328 -0.22134
F 5.76079 0.58230 2.87422
F 4.14049 3.41918 1.49384
F 6.55562 2.77033 -1.35628
F 4.45650 0.80611 -1.63922
F 7.59526 2.53830 1.39447
O 1.04813 -0.68495 3.78046
O -0.51874 1.06866 3.08005
O -2.32724 -1.56130 -0.21622
O -0.65620 -1.12944 2.07112
N -2.28180 -0.14707 -2.67634
N -0.05067 -0.01567 -1.98663
N -2.25517 -2.88252 0.00111
C 4.97936 1.17652 -0.46496
C -3.25543 1.42160 0.78430
C 5.21867 2.79920 1.99607
C -0.57281 0.19135 -4.31832
C 5.96652 2.10984 -0.34449
C -0.62439 3.35222 -2.03768
C -3.48473 -4.87995 0.34428
C -1.07167 -3.53996 0.02739
C -3.42955 -3.52879 0.15555
C -1.79775 2.81690 -1.21545
C 0.75113 0.37972 -4.62886
C -0.96281 -0.00764 -2.98584
C 4.56869 0.62869 0.77282
C 5.35237 1.32864 1.81889
C 1.69173 0.36118 -3.60004
C 0.55741 5.01185 0.10670
C -1.10127 -4.92621 0.24882
C -2.28619 -5.59852 0.40291
C 1.24984 0.16317 -2.32017
C 6.29628 2.31483 1.06533
H -2.39686 2.13687 -1.81997
H -3.27751 0.64539 1.54526
H -3.67474 1.04004 -0.14362
H -4.43988 -5.37126 0.44722
H 2.74747 0.47603 -3.78970
H -2.50461 -0.56711 -1.78012
H -0.88469 4.31476 -2.47587
H -3.79340 2.30037 1.13243
H -2.90329 -0.38336 -3.42992
H 1.05948 0.53588 -5.65336
H -1.33059 0.17177 -5.08963
H -4.30033 -2.89169 0.12830
H 1.46593 5.33110 0.60968
H -2.28889 -6.66534 0.57663
H 0.14151 5.83663 -0.46793
H -0.16111 4.63724 0.83242
H -0.37428 2.65495 -2.83679
H -2.42843 3.64384 -0.88716
H -0.15041 -5.43573 0.30176
H 1.95772 0.13742 -1.50368

12
Properties=species:S:1:pos:R:3 method="wB97M-V/def2-TZVPD" e_above_lowest_ev=3.355 energy_ha=-356.73408 homo_lumo_gap_ev=10.2 lumo_energy_ev=0.3
O -1.17721 -1.53084 -0.01286
N 1.01621 -0.85597 -0.10434
N -0.97042 0.64828 0.08758
N -3.52489 -0.69106 0.16149
C -2.37362 -0.77782 0.10952
C -0.19834 -0.60739 -0.04037
C 2.02425 0.16653 -0.09870
H 2.44984 0.24896 -1.10268
H 1.66573 1.15726 0.21245
H 2.82376 -0.15187 0.57233
H -0.93544 1.23922 -0.73703
H -0.79986 1.15470 0.95260

92
Properties=species:S:1:pos:R:3 method="wB97M-V/def2-TZVPD" energy_ha=-5093.16152 multiplicity=3 homo_lumo_gap_ev="7.3 / 7.2" total_charge=-1 s_squared=2.008 lumo_energy_ev="2.0 / 1.8"
Br -0.53830 -4.22369 -4.42601
Cl 2.24300 -5.97904 -1.19254
P 0.88100 -5.06862 -2.69149
F 1.50386 -6.11626 -3.82435
O -4.61681 -4.58284 -1.34857
O 2.03308 2.35900 0.91820
O -2.29629 0.13697 0.89700
O -1.46338 -7.65341 -3.87560
O 0.22722 -4.08038 -1.52836
N -2.81332 1.21325 1.38675
N -2.67178 -2.27412 -2.34485
N -0.31926 -6.36454 -2.25489
N 3.30772 2.39586 1.10578
C 4.81558 3.33888 -1.19985
C -1.13429 -3.90643 -1.21331
C -0.87346 -7.01530 -3.10354
C -4.00567 -2.26252 -1.74996
C -2.47950 0.96388 3.83886
C 3.95257 4.27396 -0.35637
C 2.84907 4.68294 1.85221
C -4.62953 -3.87870 -3.62032
C -4.16250 -0.40086 2.64958
C -1.82301 2.33351 1.31191
C 4.02198 1.36776 0.27796
C 3.82495 3.80038 1.08832
C -2.48361 3.71874 1.41748
C 5.18441 3.93186 1.79393
C 2.23109 -3.84048 -3.12432
C -1.56683 -2.44174 -1.39569
C 4.27908 1.90965 -1.13423
C 5.33565 0.91861 0.97380
C -4.87984 -3.43239 -2.18915
C -3.49990 0.96905 2.69114
C -1.13604 2.28239 -0.04539
C 2.61666 -2.83982 -2.04836
C -4.62596 2.01330 2.92134
C -1.43868 2.08447 3.80349
C -0.79475 2.16238 2.42122
C 3.14092 0.13132 0.14967
H -5.57021 -4.18833 -4.07359
H -1.94184 0.01159 3.80936
H -5.60555 1.55097 2.80366
H 4.36577 5.28516 -0.35898
H -0.54354 1.37996 -0.16941
H -1.83289 -4.54722 -1.73991
H -1.23242 -4.15027 -0.15432
H 2.78025 -3.30979 -1.08608
H -4.81903 -0.49193 1.78356
H 2.69661 4.30828 2.86550
H 2.24601 0.31589 -0.43931
H -4.76189 -0.51820 3.55328
H -0.21867 1.25268 2.23529
H 3.54805 -2.34612 -2.33572
H 3.33917 1.87482 -1.69284
H 5.23116 -0.09215 1.36480
H 2.95571 4.33946 -0.80262
H -3.96507 -4.73271 -3.61514
H 3.25656 5.69160 1.91691
H -3.02536 0.98053 4.78431
H 1.86927 -2.05858 -1.94799
H 6.18138 0.92153 0.28522
H 3.71388 -0.65126 -0.34694
H 4.96167 1.22687 -1.64097
H -4.21623 -3.08511 -4.22872
H 3.09375 -4.41787 -3.43307
H 5.99761 3.43104 1.27589
H 2.83451 -0.23662 1.12890
H 1.88839 -3.28350 -3.98917
H -5.16056 -4.49638 -0.56084
H 1.88007 4.74001 1.36034
H -0.46542 3.13633 -0.13447
H -3.26416 3.83400 0.66355
H -1.83849 -2.02516 -0.42639
H 5.45086 4.98725 1.85435
H -1.86891 2.32786 -0.85315
H 5.86011 3.37734 -0.87824
H -2.91597 3.92914 2.39322
H -5.93565 -3.18307 -2.07681
H -2.54522 -1.39957 -2.82786
H 5.59868 1.53564 1.82734
H -1.88395 3.04406 4.08310
H 4.80629 3.67602 -2.23790
H -4.58065 2.44593 3.92169
H -3.95148 -2.26177 -0.66129
H -0.08294 2.98737 2.37329
H 5.13208 3.54011 2.81064
H -0.70038 -1.92122 -1.79018
H -4.52087 -1.33984 -2.02946
H -0.67117 1.87749 4.55175
H -1.72754 4.48258 1.23665
H -3.43667 -1.20979 2.61263
H -4.60022 2.82793 2.20469

110
Properties=species:S:1:pos:R:3 method="wB97M-V/def2-TZVPD" energy_ha=-9347.08227 multiplicity=3 homo_lumo_gap_ev="4.0 / 4.8" total_charge=+2 s_squared=2.209 lumo_energy_ev="-9.8 / -9.0"
Sb 0.82992 0.80915 5.71123
As 2.14705 1.25979 0.67828
As 1.35024 1.56100 -2.18524
Co 0.40517 0.60693 -0.55765
P -1.41170 1.54375 0.11889
P 0.79440 -1.56917 -0.59577
F 0.62675 -1.06844 5.79478
F 1.55824 0.77752 7.50213
F 0.21694 0.65378 3.84521
F -1.00069 0.97898 6.30252
F 1.16281 2.73430 5.60672
F 2.60613 0.60984 4.82442
O -2.16058 -1.02405 -0.82354
C 4.87046 2.10270 -0.16738
C 1.11460 3.56710 -2.33376
C 4.44922 -2.82020 -1.99047
C -0.96918 4.20861 3.27905
C -1.22756 3.13701 1.10519
C -1.29152 -5.02569 -1.67295
C -2.56686 -4.66968 -1.13603
C 0.89058 -2.10152 2.27403
C 4.27630 1.55396 -2.84055
C 1.90289 -2.39268 -3.02194
C -2.43772 2.23739 -1.23724
C -2.04806 2.11653 -2.56511
C 4.10666 -3.32852 -3.27167
C -1.81354 -2.34870 -0.86352
C 3.58092 1.63446 -0.57354
C -0.28815 -4.01179 -1.63188
C 1.65195 -3.80994 0.75828
C -1.15278 3.05494 2.51694
C -2.63200 0.46732 0.96047
C 2.29334 2.77346 1.92581
C 1.33882 0.87783 -4.03705
C 3.33130 0.25281 1.92396
C -0.48142 -2.72509 -1.13448
C -3.61801 2.93836 -0.91737
C -4.41892 3.48945 -1.91134
C 3.28669 1.52620 -1.91431
C -2.94871 2.48945 -3.52198
C -5.09257 -2.39270 -1.52473
C 1.97858 -4.62919 1.83636
C 3.49909 -2.05763 -1.27113
C -5.02130 -4.04171 0.33755
C 1.13180 -2.49000 0.98527
C -4.00348 3.36754 -3.24833
C 5.58350 1.68223 -2.42577
C -1.27925 4.43427 0.56610
C -0.69728 5.41499 2.69035
C 1.65005 -4.22838 3.10272
C -2.95987 -0.73424 0.32381
C -3.96996 -1.65803 0.63291
C 5.88810 2.10128 -1.12961
C -4.40870 -0.18512 2.52436
C 1.21842 -2.91169 3.34169
C -4.72582 -1.31884 1.75558
C -0.89403 5.55085 1.31113
C 2.85147 -2.99141 -3.80003
C -3.41366 0.71221 2.05717
C -2.84772 -3.33304 -0.89946
C 2.15290 -1.92462 -1.72299
C -4.23305 -2.84632 -0.32883
H 1.94269 3.67116 1.42777
H -1.57877 4.55412 -0.46529
H -4.86666 -0.05878 3.50077
H 3.41500 -0.87460 1.72868
H 1.95935 -4.11265 -0.23145
H -5.33881 4.02168 -1.69298
H 5.01707 2.30305 0.87247
H -4.53916 -1.66364 -2.10149
H 3.35032 2.86645 2.28319
H -0.89863 4.06811 4.35155
H 0.68966 -4.33853 -2.02225
H 4.32649 0.70228 1.75620
H 2.98074 0.39044 2.94060
H 4.01399 1.40275 -3.89051
H -5.43660 -4.51644 -0.51910
H -5.39361 -3.22890 -2.15795
H -1.13817 1.61038 -2.90358
H 6.41800 1.66539 -3.15234
H 0.43389 0.99937 -4.61270
H -2.68157 2.16578 -4.56253
H 1.92766 -4.87091 3.87766
H -0.79586 6.54404 0.83430
H -4.43033 3.94400 -4.09937
H 1.62859 -0.18448 -3.98472
H -3.83011 3.20333 0.16861
H 6.83406 2.55935 -0.93294
H -1.17112 2.12022 3.07345
H -4.39072 -4.68277 0.92209
H 1.72403 2.58264 2.85221
H 0.85711 -2.39958 -3.36395
H -0.36623 6.22422 3.30961
H 2.52640 -3.39638 -4.75523
H -6.01392 -1.97604 -1.12069
H -5.92494 -3.69891 0.98643
H 5.51890 -2.77138 -1.72989
H 4.82101 -3.90477 -3.81329
H 1.12779 -2.48776 4.32943
H 2.00493 1.49028 -4.68031
H 0.49905 -1.09485 2.55702
H 2.11944 3.99964 -2.43791
H -5.58339 -1.89761 2.05838
H -3.29910 -5.48977 -1.05240
H 0.48582 3.74852 -3.24571
H 3.65750 -1.69714 -0.25597
H 2.42277 -5.62147 1.58128
H 0.53349 3.86244 -1.48445
H -3.22304 1.64002 2.62824
H -1.06619 -5.95993 -2.10815

75
Properties=species:S:1:pos:R:3 method="wB97M-V/def2-TZVPD" e_above_lowest_ev=0.959 energy_ha=-5016.68270 multiplicity=2 homo_lumo_gap_ev="7.2 / 5.4" s_squared=0.763 lumo_energy_ev="-1.8 / -3.7"
Co -0.14865 -0.35297 0.73417
S 4.52973 -0.21646 0.75849
S 2.77160 -1.23892 -1.38064
P -0.23353 -3.83961 0.17149
Si -3.33531 0.48975 1.15266
F -1.82653 -3.87805 0.19168
F -0.30514 -2.90005 -1.17491
F -0.32480 -2.37961 1.08919
F 1.36825 -3.62047 0.18238
F -0.15504 -4.62570 1.54649
F -0.11592 -5.15039 -0.70644
O -0.00548 -0.44684 -1.44190
O -0.69370 2.96815 -1.08429
O 3.81042 -0.37349 4.51880
O -1.93852 -0.08288 0.61469
O 0.01800 -0.05362 2.67696
O 0.36545 1.41594 0.13197
N 1.91678 -0.67121 1.07259
N 2.23441 -0.48013 2.32959
C 2.20993 0.26815 -4.92363
C 1.55735 2.27692 -3.12725
C 2.73236 -0.40539 6.58321
C -4.33591 -0.83828 2.05850
C 4.56718 -1.41080 -1.64614
C -1.60469 0.84272 -2.80456
C 0.32830 -0.39746 6.76103
C 0.86697 1.07216 -3.08702
C 2.65340 -0.37174 5.18969
C 2.56130 2.47866 -4.06685
C -3.70506 -0.13377 -3.46406
C 5.23831 -0.27569 -0.91592
C -2.91964 1.92402 2.33931
C -4.06428 1.03668 -4.10741
C -0.23155 1.86859 -0.91699
C 1.59247 -0.42426 7.35462
C 2.93920 -0.70647 0.23404
C -1.95597 2.00823 -3.48849
C -3.18537 2.11151 -4.11355
C -4.38396 1.18871 -0.26174
C 1.37382 -0.32647 4.58164
C 0.22827 -0.34452 5.39428
C 1.19782 0.07066 -3.99909
C -0.26557 0.79326 -2.09948
C 1.16083 -0.27810 3.14102
C -2.49068 -0.22852 -2.79823
C 2.89235 1.47639 -4.96490
H -4.57962 -1.65338 1.37492
H -2.25907 1.55584 3.12653
H -3.75129 -1.25526 2.88011
H -5.02360 1.11348 -4.60178
H -0.56149 -0.41489 7.37387
H 4.86701 -2.38526 -1.26045
H 3.71635 -0.42145 7.03115
H -0.73642 -0.33226 4.90576
H 5.03581 0.68266 -1.39525
H -4.70245 0.39519 -0.93826
H -3.81654 2.35298 2.78748
H 3.67071 1.63881 -5.69909
H 2.45388 -0.52018 -5.62487
H -4.37867 -0.98087 -3.46861
H -3.45781 3.03556 -4.60640
H -0.50125 -1.17960 -1.83864
H 4.74149 -1.36554 -2.72019
H 1.68052 -0.46739 8.43199
H 3.62272 -0.38983 3.56332
H -2.26707 -1.14862 -2.26834
H 3.08265 3.42668 -4.09505
H 6.31219 -0.42285 -0.81712
H -2.38863 2.69667 1.78066
H -3.81482 1.92118 -0.83753
H -5.27394 1.67408 0.14312
H 0.66580 -0.87386 -3.98340
H 1.31205 3.06508 -2.42832
H -5.26465 -0.42788 2.45735
H -1.27305 2.84235 -3.50792

27
Properties=species:S:1:pos:R:3 method="wB97M-V/def2-TZVPD" e_above_lowest_ev=0.000 energy_ha=-843.72509 homo_lumo_gap_ev=6.9 total_charge=-1 lumo_energy_ev=3.0
Ag -8.26140 11.55306 12.55823
F -7.26940 13.44965 13.30488
F -10.64321 11.50635 12.63350
O -7.70951 10.18554 10.59918
O -7.31912 10.55908 14.46525
N -9.33982 9.50643 9.18594
N -6.82860 10.70321 16.67431
C -5.81687 9.68070 16.59436
C -7.53128 11.01801 15.55578
C -7.27958 11.11425 17.98486
C -10.06602 8.35305 8.71204
C -8.15406 9.37022 9.82702
C -10.17549 10.64479 9.58061
H -8.21227 10.61984 18.27752
H -4.81411 10.05316 16.34469
H -6.08216 8.94622 15.83428
H -6.53118 10.79285 18.70302
H -10.86995 10.92127 8.78982
H -10.67495 10.42320 10.52987
H -9.56456 11.51913 9.79288
H -7.62616 8.42731 9.58809
H -9.37178 7.51501 8.59955
H -10.86598 8.04396 9.38749
H -7.40608 12.19342 18.04286
H -5.64693 9.17854 17.54820
H -8.41847 11.62855 15.79398
H -10.46100 8.55276 7.71357

17
Properties=species:S:1:pos:R:3 method="wB97M-V/def2-TZVPD" smiles=C[C@H]1O[C@H]2CC[C@H]21 e_above_lowest_ev=1.326 energy_ha=-309.79363 homo_lumo_gap_ev=10.5 lumo_energy_ev=1.1
O 0.06248 1.50766 0.30990
C -0.44485 0.40706 1.09649
C 0.57954 -0.17587 2.04215
C 0.43794 0.27598 -1.79885
C -0.55888 0.99281 -0.87972
C 0.20325 -1.03458 -0.99578
C -0.90277 -0.33351 -0.16758
H 1.44793 0.69661 -1.78582
H -1.89351 -0.79173 -0.15564
H 0.90203 0.59168 2.75425
H 1.06071 -1.39415 -0.41745
H -1.32129 0.74446 1.67090
H 1.46482 -0.53690 1.50893
H -1.29021 1.68974 -1.30163
H 0.08423 0.20704 -2.83374
H 0.14070 -1.00609 2.60742
H -0.16954 -1.86295 -1.60540

16
Properties=species:S:1:pos:R:3 method="wB97M-V/def2-TZVPD" e_above_lowest_ev=2.984 energy_ha=-376.13880 homo_lumo_gap_ev=7.5 lumo_energy_ev=0.2
N 1.05670 1.15443 0.09486
N 1.42332 -1.41912 1.08888
N 1.42870 1.93302 0.97112
N -1.41825 -1.00617 -1.27603
C -0.28267 0.76982 -0.05482
C 0.62193 -1.48755 -0.04339
C -0.39283 -0.64581 -0.38418
C -1.30378 1.64243 -0.07393
H 1.62475 -0.47049 1.37699
H 0.67822 2.27758 1.61092
H -1.53431 -0.35721 -2.04708
H -1.14868 2.68754 0.14954
H -1.33869 -1.95641 -1.60661
H 2.27068 -1.96488 1.01950
H -2.29424 1.31890 -0.34050
H 0.60914 -2.47606 -0.48527